1.
Computed, not measured: 2 unconnected molecules or ions with the total composition C4H4Cl2 at a distorted geometry, with the ωB97M-V functional and the def2-TZVPD basis.

Positions of all 10 atoms, in Å:
C1 0.38760 -0.36675 -0.68507
C2 2.37679 -1.00312 -1.02520
C3 0.03066 -0.07973 0.54764
C4 -1.21536 0.56932 1.03350
Cl1 -0.32043 -0.36276 -2.23445
Cl2 2.68400 -0.67604 -2.55660
H1 0.70666 -0.26783 1.43691
H2 -1.95150 0.75647 0.22731
H3 -0.97130 1.46461 1.52601
H4 -1.72713 -0.03417 1.72995

Atoms 1-6, force components in eV/Å:
4.2 -1.5 -1.0
-3.1 0.5 2.9
0.4 0.0 1.2
-1.0 -0.5 -2.1
-0.9 0.5 0.4
0.2 0.3 -1.7

Max |F| ... 4.57 eV/Å
Kohn-Sham gap ... 7.725 eV
2S+1 ... 1
Net charge ... 0

***

2.
Computed, not measured: 2 unconnected molecules or ions with the total composition C4H4Cl2F2 at a distorted geometry, with the ωB97M-V functional and the def2-TZVPD basis.

Positions of all 12 atoms, in Å:
C1 -1.78488 0.00442 -1.11864
C2 -1.45476 0.52007 -0.00219
C3 0.50221 -0.48891 1.05488
C4 1.56944 0.04138 0.14613
F1 2.64366 -0.69083 -0.02479
F2 1.03809 0.13378 -1.13772
Cl1 0.20965 -2.22356 0.92854
Cl2 1.98279 1.69485 0.69776
H1 -2.41993 0.65500 -1.79287
H2 -1.58703 -1.08684 -1.48009
H3 -1.34840 1.34654 0.69703
H4 0.64916 0.09410 2.03197

Atoms 1-6, force components in eV/Å:
-1.4 -1.4 -2.3
3.7 -0.3 3.1
-1.9 1.7 0.1
-1.9 0.4 -1.7
1.1 -0.5 0.5
0.8 0.3 0.5

Max |F| ... 4.85 eV/Å
Kohn-Sham gap (spin up / spin down) ... 8.274 / 8.397 eV
2S+1 ... 1
Net charge ... 0

***

3.
Computed, not measured: a single C4H4Cl2N2 molecule at a distorted geometry, with the ωB97M-V functional and the def2-TZVPD basis.

Positions of all 12 atoms, in Å:
C1 1.30105 0.10374 -0.16357
C2 -0.11473 0.07127 0.28690
C3 -1.07713 -0.98255 -0.14281
C4 -0.77730 1.07204 1.18598
H1 1.36624 -0.75168 -0.94541
H2 -2.10202 -1.01331 0.20913
H3 -0.58513 -1.84771 -0.60112
H4 -0.15843 0.16490 -1.72287
N1 -0.93689 0.29544 -0.91676
N2 -1.06923 1.65374 2.09918
Cl1 2.38336 -0.48664 1.13390
Cl2 1.77021 1.72076 -0.42256

Atoms 1-6, force components in eV/Å:
0.4 -2.8 1.7
-3.5 2.3 0.0
0.9 0.6 -1.7
3.7 -3.5 -1.7
0.3 2.1 0.6
0.5 -0.5 0.6

Max |F| ... 5.34 eV/Å
Kohn-Sham gap ... 11.395 eV
SMILES ... N#C[C@@]1(C(Cl)Cl)CN1
2S+1 ... 1
Net charge ... 0